1.
113
Properties=species:S:1:pos:R:3:forces:R:3:mulliken_charge:R:1 method="wB97M-V/def2-TZVPD" relative_energy_kj_mol=350.9 homo_ev=-4.801 total_charge=-1
O 0.42294 -2.07499 3.12912 1.034 0.108 0.310 -0.520
C 0.69718 -0.84887 2.35889 1.365 0.546 0.339 0.104
C 2.31202 -0.58123 2.43337 -0.727 1.785 -0.432 -0.825
B 3.18591 -1.45521 1.29777 -0.084 1.803 1.137 0.557
F 3.05102 -0.69356 0.02860 0.336 -0.600 0.276 -0.230
C 4.72567 -1.52211 1.90017 0.367 -0.449 0.810 -0.637
C 5.83145 -2.20147 0.92146 0.184 -0.157 0.399 -0.682
C 6.49898 -1.17600 -0.21303 -1.372 -4.443 -0.652 0.908
F 5.55669 -1.26912 -1.39102 3.150 1.201 3.071 -0.183
F 7.72899 -1.93102 -0.66310 -2.708 2.923 0.808 -0.342
C 6.77656 0.33247 0.31161 -2.724 -0.626 2.850 0.673
F 5.47433 1.10106 0.32911 4.626 -3.264 0.608 -0.225
F 7.36874 0.20971 1.69660 -2.124 0.403 -4.694 -0.250
S 7.96511 1.38081 -0.66485 1.285 4.220 -1.172 1.083
F 6.65337 2.46874 -1.06050 3.181 -1.880 0.045 -0.322
F 7.69892 0.58020 -2.14642 0.719 1.238 3.190 -0.279
F 9.34649 0.46394 -0.24838 -3.035 1.588 -1.039 -0.285
F 8.17294 2.35138 0.77595 0.068 -1.692 -3.036 -0.340
F 9.01511 2.45551 -1.50745 -2.011 -2.195 1.755 -0.306
H 1.27451 -2.38375 3.57276 -1.532 0.959 -1.217 0.289
H 0.07595 0.04053 2.81247 1.052 -1.677 -0.681 0.020
H 0.34541 -0.98130 1.25083 0.761 0.080 2.112 0.104
H 2.48098 0.55695 2.11434 -0.307 -2.086 0.772 0.031
H 2.78334 -0.68090 3.50359 -1.332 0.123 -1.524 0.212
H 2.69103 -2.52276 1.24897 -0.291 -1.218 -0.587 -0.323
H 4.97379 -0.45072 2.29970 0.160 -1.913 -0.848 0.205
H 4.65390 -2.21610 2.86961 0.343 1.495 -2.162 0.200
H 6.67235 -2.73950 1.57573 -1.381 1.575 -1.712 0.261
H 5.34291 -3.08488 0.28445 1.012 2.205 1.208 0.097
O -2.27278 -1.09269 1.58614 -1.960 0.994 1.263 -0.563
C -3.05723 -0.68152 2.43602 1.623 -0.726 -1.063 0.641
O -3.94628 0.28949 2.13281 -0.290 -0.025 -0.544 -0.348
C -5.00656 0.73098 3.00336 0.151 0.178 0.085 -0.196
C -4.49584 1.74797 4.00419 0.180 -0.036 0.090 -0.816
C -2.98502 -1.18869 3.84771 -0.379 -0.490 0.276 -0.884
H -5.50295 -0.12054 3.47798 0.167 -0.025 0.045 0.319
H -5.75590 1.20581 2.36078 0.302 -0.172 -0.128 0.082
H -3.72816 1.32360 4.65612 -0.123 0.055 -0.006 0.272
H -5.31366 2.11730 4.62937 0.069 -0.005 -0.076 0.275
H -4.03556 2.59566 3.48673 -0.158 -0.123 0.058 0.277
H -2.17702 -0.67151 4.37153 -0.022 -0.126 -0.111 0.211
H -2.77354 -2.26068 3.82010 0.310 0.269 -0.078 0.305
H -3.91175 -1.07465 4.40706 0.022 0.222 0.043 0.418
O 0.02325 0.77947 -4.77262 1.501 -0.419 0.588 -0.650
C 1.06714 0.25518 -4.39560 -0.607 0.769 -0.159 0.739
O 1.90506 0.91797 -3.56867 -0.934 0.145 -0.351 -0.385
C 3.06974 0.34033 -2.94673 0.436 -0.230 0.101 -0.012
C 4.25520 0.36617 -3.89054 0.045 0.013 -0.275 -0.814
C 1.47160 -1.09496 -4.91410 -0.112 -0.584 0.307 -0.695
H 2.85253 -0.66126 -2.56410 0.009 0.195 -0.018 0.253
H 3.29362 0.96227 -2.07326 -0.356 -0.152 -0.178 0.194
H 4.06917 -0.22630 -4.78987 0.037 -0.071 0.058 0.241
H 5.14876 -0.02677 -3.39733 -0.171 0.076 -0.025 0.134
H 4.45615 1.38925 -4.22389 -0.002 -0.050 0.134 0.316
H 1.91209 -0.97810 -5.90760 -0.022 -0.066 0.102 0.013
H 0.57841 -1.72113 -4.98318 0.058 0.239 -0.197 0.288
H 2.16804 -1.62673 -4.26845 0.138 0.149 -0.105 0.360
O -2.01469 3.89346 5.82098 -1.952 1.341 0.447 -0.556
C -2.86494 4.73935 6.08226 1.471 -1.121 -0.558 0.810
O -4.17373 4.48190 5.86778 -0.082 -0.455 0.148 -0.325
C -5.25619 5.33844 6.28198 0.105 0.128 -0.163 -0.399
C -5.48465 6.44651 5.27365 0.106 0.130 -0.180 -0.978
C -2.45960 6.10317 6.56290 0.026 0.230 0.628 -1.064
H -5.09172 5.71374 7.29631 0.110 0.015 -0.115 0.345
H -6.14959 4.70630 6.32816 0.349 -0.117 -0.061 0.323
H -4.60882 7.09320 5.17797 -0.095 -0.015 0.107 0.271
H -6.33875 7.06363 5.56652 0.062 -0.077 -0.027 0.367
H -5.67551 6.02660 4.28095 -0.061 -0.011 0.192 0.301
H -2.15119 6.70645 5.70519 -0.013 -0.088 0.109 0.257
H -1.61786 5.99169 7.25118 0.019 -0.041 -0.338 0.315
H -3.23768 6.62750 7.11458 -0.066 0.071 -0.182 0.343
O 3.19529 -1.03323 -8.46007 -1.883 1.029 -0.436 -0.593
C 2.27733 -0.25356 -8.69712 1.315 -0.895 0.123 0.814
O 1.05022 -0.71950 -9.01696 0.097 -0.431 0.263 -0.365
C -0.12636 0.10044 -9.15957 0.042 0.178 -0.069 -0.314
C -0.18895 0.72009 -10.54118 0.151 0.053 -0.198 -0.993
C 2.52326 1.22776 -8.71988 -0.134 0.435 0.497 -0.987
H -0.18558 0.84224 -8.35770 0.118 -0.068 -0.086 0.277
H -0.98517 -0.56642 -9.02677 0.378 -0.074 0.075 0.348
H 0.66213 1.37993 -10.72746 -0.116 0.024 0.082 0.274
H -1.10814 1.30032 -10.66173 0.077 -0.072 0.028 0.361
H -0.15819 -0.05777 -11.31072 -0.094 0.051 0.143 0.291
H 2.97520 1.49954 -9.67728 -0.025 -0.047 0.118 0.285
H 3.21181 1.47694 -7.90841 0.070 -0.148 -0.261 0.271
H 1.62967 1.82746 -8.55698 -0.014 -0.029 -0.171 0.351
O 4.43211 -4.51488 2.53709 -1.878 -1.672 0.268 -0.545
C 3.47422 -5.27517 2.43164 1.584 1.144 0.019 0.871
O 2.54240 -5.34004 3.40771 -0.040 0.369 0.230 -0.359
C 1.30749 -6.07709 3.31431 0.126 -0.037 -0.085 -0.380
C 1.52242 -7.53735 3.65808 0.189 -0.184 0.004 -1.036
C 3.36705 -6.20669 1.25856 -0.346 0.092 -0.564 -1.073
H 0.84034 -5.93495 2.33536 0.154 -0.012 0.068 0.356
H 0.62660 -5.63270 4.04834 0.332 0.155 -0.144 0.333
H 2.21386 -8.01915 2.96223 -0.127 0.033 -0.022 0.272
H 0.57432 -8.08203 3.63488 0.065 0.061 0.015 0.363
H 1.96183 -7.63446 4.65592 -0.139 0.071 -0.082 0.308
H 4.01067 -7.07309 1.43124 -0.051 0.099 -0.018 0.297
H 3.70256 -5.67645 0.36361 0.160 -0.061 0.254 0.246
H 2.35285 -6.54331 1.05175 0.033 -0.121 0.120 0.348
O -8.05311 3.42564 0.84442 0.042 -1.942 -0.932 -0.594
C -8.18198 2.40313 0.17764 0.344 1.376 0.687 0.803
O -7.29000 1.39502 0.29293 -0.084 0.251 0.522 -0.320
C -7.43323 0.09952 -0.32199 0.081 -0.036 -0.247 -0.335
C -6.95678 0.12845 -1.76036 0.059 0.165 -0.176 -1.059
C -9.28213 2.29032 -0.83836 -0.609 -0.291 0.068 -1.041
H -8.45781 -0.27028 -0.22073 0.018 0.163 -0.051 0.349
H -6.79989 -0.58599 0.25147 -0.050 0.381 0.078 0.327
H -7.54829 0.81737 -2.36858 -0.048 -0.123 0.044 0.278
H -7.02026 -0.86775 -2.20718 0.030 0.093 0.075 0.365
H -5.91946 0.47409 -1.81254 -0.122 -0.160 0.103 0.331
H -8.98491 2.82145 -1.74626 -0.039 -0.056 0.125 0.250
H -10.18326 2.75095 -0.42552 0.263 0.170 -0.104 0.298
H -9.55031 1.26555 -1.08858 0.165 0.021 -0.140 0.346


2.
112
Properties=species:S:1:pos:R:3:forces:R:3:mulliken_charge:R:1 method="wB97M-V/def2-TZVPD" relative_energy_kj_mol=277.4 homo_ev=-11.285 total_charge=+1
C -0.24323 -0.73386 2.38094 0.999 -0.104 -1.544 0.213
C 1.13610 0.07550 2.45923 -0.465 1.094 2.440 0.780
O 1.23024 0.91572 3.37359 0.040 -1.882 -2.496 -0.490
O 2.17261 -0.09974 1.53007 -2.197 0.924 0.485 -0.440
C 2.97324 1.13583 1.41230 1.092 0.281 0.216 1.312
C 3.90677 1.05693 0.11581 0.034 0.421 0.762 -0.124
C 3.35527 1.92150 -1.11352 0.129 -1.599 -0.417 -1.064
C 1.92838 1.37385 -1.56620 -0.675 0.614 0.017 0.106
C 0.85633 2.55200 -1.87004 0.517 -0.975 -0.406 -0.941
C -0.53036 1.81814 -2.12977 -0.226 0.376 -0.941 -0.163
C -1.17044 1.86950 -3.61411 0.715 0.140 1.140 -0.786
N -2.39574 1.03304 -3.31875 0.137 0.989 1.716 0.077
C -2.82925 1.20138 -2.06828 -0.438 0.112 -0.577 -0.043
C -4.05120 0.42582 -1.44998 0.610 -0.904 0.310 -0.749
C -3.42886 -0.99265 -0.96554 0.828 -0.140 -1.661 0.575
C -3.29248 -2.04176 -2.19189 0.770 0.527 1.348 -0.655
F -2.04727 -0.68665 -0.59328 -1.341 -0.262 -0.068 -0.255
C -1.85401 2.28695 -1.37809 -0.170 -0.768 -0.879 0.205
P -1.88464 2.45443 0.49505 -1.717 -0.546 3.753 0.468
O -2.79934 1.46498 1.21037 1.911 1.828 -2.070 -0.493
O -0.34318 2.48483 1.19668 -2.474 0.316 -2.276 0.098
O -2.53352 4.00856 0.81213 1.201 -2.527 -1.187 -0.603
H -0.90314 -0.19736 1.61344 0.825 -0.646 1.162 -0.492
H -0.74080 -0.72247 3.39237 0.767 0.044 -1.321 -0.249
H -0.09717 -1.79162 1.97239 -0.161 1.422 0.768 0.348
H 3.56927 1.20202 2.37504 -0.661 0.135 -1.411 -0.684
H 2.29064 2.04489 1.38469 0.758 -1.051 0.021 -0.087
H 4.94841 1.43597 0.40112 -1.494 -0.435 -0.345 -0.362
H 4.03958 -0.04516 -0.12676 -0.301 1.350 -0.043 0.342
H 3.32244 3.03246 -0.90217 0.097 -1.306 -0.033 0.396
H 4.06796 1.72069 -1.98880 -0.898 0.640 1.228 0.357
H 1.44236 0.71124 -0.76225 0.888 0.784 -0.972 0.068
H 2.01884 0.73116 -2.50449 -0.110 0.735 1.236 0.235
H 0.85356 3.25792 -0.97600 -0.209 -0.720 -1.339 0.437
H 1.18754 3.09571 -2.82147 -0.515 -0.466 1.467 0.447
H -0.40704 0.69972 -1.96741 -0.066 1.351 0.182 0.257
H -0.48652 1.42344 -4.40122 -1.185 0.504 0.862 0.428
H -1.52989 2.93266 -3.83818 0.701 -1.482 -0.066 0.307
H -2.76489 0.39839 -4.03277 -0.230 0.247 0.662 0.385
H -4.86437 0.15811 -2.19343 1.093 0.664 0.685 0.604
H -4.50704 0.91568 -0.53906 0.794 -0.139 -1.203 -0.040
H -3.95935 -1.42087 -0.06712 0.722 0.672 -1.009 0.221
H -3.94607 -2.93684 -1.98354 0.585 1.174 -0.666 0.387
H -3.46105 -1.54999 -3.19820 -0.161 -0.689 1.131 0.242
H -2.21055 -2.42828 -2.18498 -1.928 0.908 0.151 -0.338
H -2.17001 3.31420 -1.78002 0.422 -1.267 0.506 0.532
H 0.28027 1.90491 0.70834 -0.305 0.293 0.303 -0.254
H -3.50154 3.84111 0.74081 0.684 0.230 0.305 0.385
Br -3.20057 -4.73593 0.04709 -0.008 -0.093 0.024 -0.127
C -1.99994 -5.99350 -0.83392 0.017 -0.019 0.193 -0.554
C -0.75427 -5.30766 -1.33916 0.075 -0.101 -0.183 -0.536
Br -1.09599 -4.30332 -2.97891 0.473 -0.657 -0.146 -0.093
H -2.57286 -6.48059 -1.62178 0.120 0.110 0.049 0.358
H -1.74868 -6.72690 -0.06676 0.037 0.087 -0.078 0.370
H 0.00203 -6.04370 -1.61404 -0.105 0.026 0.049 0.356
H -0.32871 -4.60675 -0.62216 -0.121 -0.093 -0.048 0.304
Br 5.46529 1.56724 4.11787 0.107 -0.007 0.013 -0.111
C 6.65798 0.26582 3.29164 -0.059 0.026 0.303 -0.628
C 7.94438 0.91057 2.83824 0.095 -0.114 -0.231 -0.573
Br 7.69252 1.92019 1.19007 0.054 0.049 0.100 -0.147
H 6.10202 -0.20491 2.48121 0.137 0.083 0.036 0.309
H 6.85335 -0.47355 4.06927 0.044 0.069 -0.090 0.421
H 8.68899 0.15189 2.59457 -0.106 0.027 0.041 0.363
H 8.36148 1.59968 3.57111 -0.142 -0.088 -0.054 0.368
Br 2.14242 -2.33598 -3.94586 -0.023 0.031 0.069 -0.125
C 2.59280 -3.81149 -5.13650 0.160 -0.003 0.048 -0.389
C 2.35356 -3.44229 -6.57803 -0.099 -0.119 -0.049 -0.416
Br 0.45344 -3.49227 -7.01413 0.006 0.098 0.015 -0.171
H 2.01061 -4.67252 -4.80938 -0.019 0.150 -0.082 0.350
H 3.65074 -4.00587 -4.96040 -0.099 0.059 -0.086 0.213
H 2.81716 -4.17131 -7.24359 0.001 0.046 0.115 0.383
H 2.71165 -2.44543 -6.83426 -0.045 -0.259 0.171 0.130
Br 3.93137 -0.97137 -8.71480 0.123 0.131 -0.043 -0.112
C 5.85217 -1.30300 -8.75708 -0.109 0.065 -0.216 -0.557
C 6.16655 -2.74907 -8.46968 0.208 -0.046 0.107 -0.584
Br 6.00780 -3.14286 -6.56723 -0.042 -0.017 -0.063 -0.126
H 6.30881 -0.61402 -8.04789 -0.042 -0.164 -0.044 0.373
H 6.16336 -1.03631 -9.76777 -0.011 -0.085 0.086 0.343
H 7.20380 -2.97384 -8.72035 -0.089 0.075 0.011 0.345
H 5.51255 -3.44436 -8.99406 0.040 0.159 0.038 0.372
Br -6.67509 -2.11128 -1.27492 -0.058 0.001 0.026 -0.110
C -7.27859 -1.93621 0.56956 -0.098 -0.264 -0.008 -0.563
C -8.38079 -0.91805 0.69542 0.005 0.221 0.175 -0.561
Br -7.66127 0.89100 0.60757 -0.104 -0.038 -0.194 -0.149
H -6.40054 -1.69158 1.16661 -0.154 0.044 -0.033 0.263
H -7.63598 -2.92867 0.84675 -0.002 0.101 -0.038 0.414
H -8.85972 -0.99112 1.67250 0.099 -0.027 -0.063 0.359
H -9.13971 -0.99848 -0.08147 0.160 -0.061 0.055 0.398
Br 0.35613 -2.76787 5.07281 -0.011 -0.089 0.125 -0.127
C -0.13341 -1.25850 6.20658 0.308 0.042 -0.062 -0.449
C -0.40307 -1.70143 7.62207 -0.267 0.080 0.126 -0.638
Br -2.14868 -2.55422 7.77638 0.106 -0.031 -0.002 -0.151
H -0.98844 -0.77239 5.73766 0.043 -0.063 0.157 0.233
H 0.72538 -0.58669 6.17051 -0.083 -0.047 0.019 0.342
H -0.44670 -0.84154 8.29144 0.032 -0.026 -0.124 0.387
H 0.33191 -2.41155 7.99822 -0.059 0.089 -0.135 0.412
Br -5.63593 1.17857 3.74153 0.027 0.057 0.164 -0.117
C -5.05936 2.94862 4.31638 -0.037 -0.075 -0.233 -0.733
C -3.56134 3.00622 4.48520 0.167 0.112 0.200 -0.075
Br -2.99970 2.13982 6.13808 0.043 -0.035 -0.127 -0.134
H -5.60633 3.18037 5.22929 0.150 -0.034 -0.078 0.482
H -5.38239 3.62469 3.52338 0.073 -0.023 0.078 0.344
H -3.22495 4.03998 4.57779 -0.116 -0.045 -0.013 0.319
H -3.01833 2.52316 3.67285 -0.176 -0.009 0.048 -0.122
Br 1.01624 5.76214 6.48613 -0.034 0.052 -0.114 -0.141
C 0.26843 5.27671 4.75353 -0.061 -0.034 0.262 -0.313
C 1.13469 4.26548 4.04627 -0.039 -0.007 -0.253 0.199
Br 2.71862 5.10374 3.27606 0.001 -0.114 0.023 -0.172
H 0.14060 6.20168 4.19240 0.083 -0.142 0.016 0.423
H -0.71197 4.85279 4.97609 0.106 -0.056 -0.040 0.072
H 0.60359 3.82984 3.19899 0.014 0.016 0.126 -0.484
H 1.48405 3.46622 4.69795 -0.086 0.116 -0.061 0.384